{"formula": "C2H6O", "method": "ωB97M-V/def2-TZVPD", "species": ["H", "H", "H", "H", "H", "O", "C", "C", "H"], "coordinates": [[-1.4554, -1.1173, -0.3909], [0.7856, -1.2131, -0.5682], [-0.4983, 1.2505, 0.8406], [1.7785, 0.3397, -0.3074], [1.0874, -0.5200, 1.1586], [-1.6080, -0.2461, 0.1289], [-0.4671, 0.5142, -0.0163], [0.8832, -0.2128, 0.0633], [-0.5059, 1.2049, -0.9086]], "orbital_gap_ev": 11.2, "homo_ev": -10.197, "relative_energy_kcal_mol": 11.0, "smiles": "CCO", "e_tot_ha": -155.0083}